CH2ClI3Si | the ωB97M-V functional and the def2-TZVPD basis

Values from the calculation:
HOMO (spin up / spin down), Ha: -0.363 / -0.277
Charge: 0
Total energy, eV: -45771.0690
Kohn-Sham gap (spin up / spin down), eV: 8.50 / 3.90
Energy relative to the best compared isomer or geometry (same formula, charge and spin), kcal per mole: 82.8

Cartesian coordinates (Å):
I (3.135, 1.434, -0.225)
I (-4.110, -0.715, -0.131)
I (1.637, -2.528, -0.941)
Cl (0.210, 0.138, 1.824)
Si (1.254, -0.094, -0.810)
C (-0.353, 0.412, 0.186)
H (-0.654, 1.502, 0.200)
H (-1.119, -0.150, -0.103)

***

CH2ClIOS | the ωB97M-V functional and the def2-TZVPD basis

Values from the calculation:
HOMO (spin up / spin down), Ha: -0.336 / -0.307
Charge: 0
Total energy, eV: -34572.1019
Kohn-Sham gap (spin up / spin down), eV: 8.64 / 6.97
Energy relative to the best compared isomer or geometry (same formula, charge and spin), kcal per mole: 46.9

Cartesian coordinates (Å):
I (-0.537, 2.246, 0.143)
Cl (1.545, -1.673, 0.890)
S (1.213, -0.959, -1.045)
O (1.711, 0.359, -1.224)
C (-1.215, 0.315, 0.354)
H (-1.634, -0.348, -0.481)
H (-1.083, 0.059, 1.362)